(1)
# C20H40Br10O4

A cluster of 8 separate species, C20H40Br10O4 in total at a distorted geometry (ωB97M-V/def2-TZVPD, OMol25).

Last columns: bonded neighbours and bond lengths (Å).
Atoms and positions in Å:
1 C 0.137 3.925 0.145  C2 1.535, H7 1.091, H8 1.090, H9 1.088
2 C -0.937 4.669 -0.662  C1 1.535, O3 1.394, H10 1.092, H11 1.093
3 O -1.974 3.777 -0.929  C2 1.394, C4 1.336
4 C -3.152 4.171 -1.420  O3 1.336, C5 1.544, O6 1.205
5 C -4.092 2.970 -1.661  C4 1.544, H12 1.090, H13 1.084, H14 1.092
6 O -3.493 5.262 -1.802  C4 1.205
7 H 1.023 4.559 0.089  C1 1.091
8 H 0.342 2.991 -0.378  C1 1.090
9 H -0.127 3.710 1.179  C1 1.088
10 H -1.362 5.528 -0.139  C2 1.092
11 H -0.464 5.045 -1.572  C2 1.093
12 H -3.468 2.082 -1.765  C5 1.090
13 H -4.750 2.980 -2.522  C5 1.084
14 H -4.580 2.844 -0.692  C5 1.092
15 C -0.370 -0.096 0.889  C16 1.526, H19 1.089, H20 1.091, H21 1.090
16 C 0.975 -0.025 0.172  C15 1.526, C17 1.538, O18 1.225
17 C 0.978 0.091 -1.362  C16 1.538, H22 1.088, H23 1.089, H24 1.093
18 O 2.002 -0.117 0.833  C16 1.225
19 H -0.705 -1.120 1.046  C15 1.089
20 H -1.099 0.459 0.297  C15 1.091
21 H -0.237 0.412 1.844  C15 1.090
22 H 1.037 1.134 -1.664  C17 1.088
23 H 0.187 -0.499 -1.824  C17 1.089
24 H 1.889 -0.447 -1.635  C17 1.093
25 C -2.223 -3.013 3.699  C26 1.545, H29 1.088, H30 1.087, H31 1.091
26 C -0.695 -3.001 3.921  C25 1.545, C27 1.522, O28 1.217
27 C -0.016 -4.175 4.612  C26 1.522, H32 1.092, H33 1.087, H34 1.093
28 O -0.032 -2.082 3.475  C26 1.217
29 H -2.439 -4.021 3.350  C25 1.088
30 H -2.518 -2.212 3.027  C25 1.087
31 H -2.720 -2.853 4.657  C25 1.091
32 H -0.562 -5.094 4.392  C27 1.092
33 H 0.273 -4.126 5.659  C27 1.087
34 H 0.907 -4.306 4.041  C27 1.093
35 Br 1.173 -2.779 -4.082  C36 1.964
36 C 1.373 -3.763 -2.394  Br35 1.964, C37 1.500, H39 1.091, H40 1.089
37 C 0.000 -4.191 -1.965  C36 1.500, Br38 2.004, H41 1.088, H42 1.086
38 Br 0.174 -5.143 -0.211  C37 2.004
39 H 1.876 -3.115 -1.676  C36 1.091
40 H 2.128 -4.534 -2.536  C36 1.089
41 H -0.426 -4.772 -2.780  C37 1.088
42 H -0.593 -3.302 -1.777  C37 1.086
43 Br -4.727 -4.109 1.736  C44 2.020
44 C -3.375 -3.447 0.390  Br43 2.020, C45 1.543, H47 1.086, H48 1.087
45 C -3.870 -2.079 -0.125  C44 1.543, Br46 2.004, H49 1.088, H50 1.087
46 Br -2.618 -1.453 -1.560  C45 2.004
47 H -3.320 -4.175 -0.415  C44 1.086
48 H -2.434 -3.385 0.929  C44 1.087
49 H -3.862 -1.233 0.557  C45 1.088
50 H -4.859 -2.065 -0.576  C45 1.087
51 Br 5.379 -0.531 4.562  C52 1.995
52 C 4.260 1.000 3.944  Br51 1.995, C53 1.510, H55 1.087, H56 1.086
53 C 2.783 0.734 4.111  C52 1.510, Br54 1.965, H57 1.087, H58 1.086
54 Br 1.975 2.312 3.265  C53 1.965
55 H 4.506 1.207 2.906  C52 1.087
56 H 4.567 1.812 4.597  C52 1.086
57 H 2.576 0.758 5.178  C53 1.087
58 H 2.363 -0.115 3.579  C53 1.086
59 Br -2.927 1.327 -4.436  C60 1.970
60 C -1.025 1.636 -4.023  Br59 1.970, C61 1.527, H63 1.088, H64 1.089
61 C -0.130 1.039 -5.107  C60 1.527, Br62 1.937, H65 1.087, H66 1.090
62 Br 1.688 1.645 -4.826  C61 1.937
63 H -0.740 1.275 -3.037  C60 1.088
64 H -0.933 2.719 -3.956  C60 1.089
65 H -0.403 1.295 -6.127  C61 1.087
66 H -0.220 -0.041 -4.995  C61 1.090
67 Br 4.735 0.056 -1.798  C68 2.020
68 C 4.296 2.004 -1.497  Br67 2.020, C69 1.524, H71 1.087, H72 1.086
69 C 3.583 2.053 -0.152  C68 1.524, Br70 1.960, H73 1.085, H74 1.087
70 Br 3.888 3.842 0.586  C69 1.960
71 H 3.701 2.220 -2.382  C68 1.087
72 H 5.210 2.585 -1.582  C68 1.086
73 H 3.984 1.388 0.606  C69 1.085
74 H 2.509 1.909 -0.231  C69 1.087

Output
HOMO energy: -9.69 eV
SMILES string: CCOC(C)=O.CC(C)=O.CC(C)=O.BrCCBr.BrCCBr.BrCCBr.BrCCBr.BrCCBr
maximum force: 3.032 eV/A
relative energy (zero: lowest compared OMol25 entry of this formula, charge and spin): 0.0 kcal per mole

***

(2)
# C41H119N9O14

A cluster of 14 separate species, C41H119N9O14 in total at a distorted geometry (ωB97M-V/def2-TZVPD, OMol25).

Last columns: bonded neighbours and bond lengths (Å).
Atoms and positions in Å:
1 C -3.246 -3.281 -2.428  O2 1.414, H3 1.093, H4 1.098, H5 1.092
2 O -3.904 -3.562 -3.647  C1 1.414, H6 0.959
3 H -3.168 -4.142 -1.759  C1 1.093
4 H -2.205 -2.952 -2.549  C1 1.098
5 H -3.772 -2.440 -1.972  C1 1.092
6 H -4.124 -4.491 -3.739  O2 0.959
7 C 1.467 -0.804 -4.368  O8 1.427, H9 1.093, H10 1.090, H11 1.090
8 O 2.521 -1.366 -5.147  C7 1.427, H12 0.959
9 H 0.473 -1.043 -4.753  C7 1.093
10 H 1.593 -1.153 -3.343  C7 1.090
11 H 1.541 0.282 -4.432  C7 1.090
12 H 2.146 -1.954 -5.805  O8 0.959
13 C 1.707 5.003 1.191  O14 1.417, H15 1.087, H16 1.094, H17 1.097
14 O 1.177 3.923 1.940  C13 1.417, H18 0.966
15 H 0.996 5.370 0.456  C13 1.087
16 H 1.978 5.806 1.884  C13 1.094
17 H 2.585 4.659 0.630  C13 1.097
18 H 1.869 3.498 2.465  O14 0.966
19 C -3.550 4.253 -3.646  O20 1.421, H21 1.096, H22 1.094, H23 1.085
20 O -4.967 4.150 -3.645  C19 1.421, H24 0.961
21 H -3.171 4.675 -2.708  C19 1.096
22 H -3.084 3.264 -3.674  C19 1.094
23 H -3.233 4.921 -4.440  C19 1.085
24 H -5.182 3.561 -2.916  O20 0.961
25 C -1.907 4.459 -0.283  O26 1.414, H27 1.087, H28 1.100, H29 1.091
26 O -1.164 3.833 -1.311  C25 1.414, H30 0.963
27 H -1.443 5.419 -0.067  C25 1.087
28 H -2.932 4.723 -0.581  C25 1.100
29 H -1.945 3.768 0.559  C25 1.091
30 H -1.423 2.911 -1.412  O26 0.963
31 C 4.189 -2.225 1.185  C32 1.529, H37 1.095, H38 1.091, H39 1.091
32 C 3.736 -3.615 1.634  C31 1.529, C33 1.515, N36 1.475, H40 1.096
33 C 4.411 -4.080 2.908  C32 1.515, O34 1.395, H41 1.098, H42 1.102
34 O 5.792 -4.031 2.718  C33 1.395, C35 1.418
35 C 6.496 -4.885 3.604  O34 1.418, H43 1.096, H44 1.085, H45 1.097
36 N 2.276 -3.746 1.791  C32 1.475, H46 1.011, H47 1.017
37 H 5.184 -2.301 0.732  C31 1.095
38 H 4.282 -1.555 2.040  C31 1.091
39 H 3.581 -1.772 0.401  C31 1.091
40 H 3.986 -4.310 0.824  C32 1.096
41 H 4.074 -5.114 3.063  C33 1.098
42 H 4.077 -3.455 3.751  C33 1.102
43 H 6.353 -4.537 4.634  C35 1.096
44 H 7.553 -4.885 3.357  C35 1.085
45 H 6.119 -5.911 3.519  C35 1.097
46 H 1.778 -3.328 1.016  N36 1.011
47 H 2.052 -3.263 2.657  N36 1.017
48 C 4.739 1.402 -1.487  C49 1.522, H54 1.096, H55 1.093, H56 1.083
49 C 5.658 1.138 -2.671  C48 1.522, C50 1.516, N53 1.450, H57 1.102
50 C 6.721 0.070 -2.508  C49 1.516, O51 1.442, H58 1.089, H59 1.097
51 O 7.304 0.170 -1.193  C50 1.442, C52 1.401
52 C 8.095 -0.948 -0.895  O51 1.401, H60 1.088, H61 1.102, H62 1.100
53 N 4.953 0.921 -3.919  C49 1.450, H63 1.021, H64 1.014
54 H 3.962 0.631 -1.431  C48 1.096
55 H 4.237 2.364 -1.613  C48 1.093
56 H 5.281 1.475 -0.552  C48 1.083
57 H 6.229 2.072 -2.800  C49 1.102
58 H 7.561 0.288 -3.166  C50 1.089
59 H 6.249 -0.919 -2.571  C50 1.097
60 H 8.689 -0.773 0.000  C52 1.088
61 H 8.815 -1.178 -1.697  C52 1.102
62 H 7.464 -1.838 -0.756  C52 1.100
63 H 4.136 1.532 -3.958  N53 1.021
64 H 4.661 -0.033 -4.095  N53 1.014
65 C 5.389 3.470 2.366  C66 1.523, H71 1.093, H72 1.096, H73 1.088
66 C 5.441 2.024 2.841  C65 1.523, C67 1.525, N70 1.465, H74 1.092
67 C 4.088 1.356 2.620  C66 1.525, O68 1.428, H75 1.091, H76 1.094
68 O 3.006 2.066 3.225  C67 1.428, C69 1.413
69 C 2.883 1.798 4.607  O68 1.413, H77 1.091, H78 1.101, H79 1.092
70 N 6.466 1.361 2.030  C66 1.465, H80 1.014, H81 1.020
71 H 4.855 4.109 3.073  C65 1.093
72 H 4.846 3.553 1.417  C65 1.096
73 H 6.388 3.872 2.214  C65 1.088
74 H 5.772 2.018 3.881  C66 1.092
75 H 4.136 0.303 2.902  C67 1.091
76 H 3.908 1.472 1.548  C67 1.094
77 H 3.813 1.902 5.167  C69 1.091
78 H 2.453 0.800 4.781  C69 1.101
79 H 2.114 2.458 5.016  C69 1.092
80 H 6.265 1.434 1.040  N70 1.014
81 H 6.441 0.350 2.170  N70 1.020
82 C -4.868 -0.186 -6.466  C83 1.534, H88 1.091, H89 1.091, H90 1.093
83 C -6.131 0.680 -6.558  C82 1.534, C84 1.509, N87 1.483, H91 1.093
84 C -7.012 0.486 -5.348  C83 1.509, O85 1.410, H92 1.098, H93 1.100
85 O -6.283 0.745 -4.168  C84 1.410, C86 1.393
86 C -6.508 -0.132 -3.109  O85 1.393, H94 1.099, H95 1.096, H96 1.091
87 N -5.836 2.128 -6.689  C83 1.483, H97 1.020, H98 1.023
88 H -4.188 0.152 -5.683  C82 1.091
89 H -4.340 -0.131 -7.419  C82 1.091
90 H -5.152 -1.211 -6.216  C82 1.093
91 H -6.681 0.378 -7.453  C83 1.093
92 H -7.488 -0.503 -5.351  C84 1.098
93 H -7.860 1.181 -5.441  C84 1.100
94 H -6.542 -1.181 -3.434  C86 1.099
95 H -7.448 0.080 -2.587  C86 1.096
96 H -5.657 -0.050 -2.430  C86 1.091
97 H -5.075 2.211 -7.364  N87 1.020
98 H -5.366 2.394 -5.820  N87 1.023
99 C 0.781 0.954 0.030  C100 1.519, H105 1.089, H106 1.099, H107 1.091
100 C -0.271 -0.140 0.100  C99 1.519, C101 1.493, N104 1.487, H108 1.096
101 C -0.869 -0.397 -1.243  C100 1.493, O102 1.408, H109 1.108, H110 1.099
102 O -1.488 0.784 -1.694  C101 1.408, C103 1.416
103 C -2.060 0.717 -2.988  O102 1.416, H111 1.092, H112 1.094, H113 1.094
104 N 0.415 -1.372 0.573  C100 1.487, H114 1.022, H115 1.020
105 H 0.437 1.807 -0.553  C99 1.089
106 H 1.640 0.526 -0.506  C99 1.099
107 H 1.196 1.289 0.981  C99 1.091
108 H -1.063 0.085 0.822  C100 1.096
109 H -1.662 -1.165 -1.142  C101 1.108
110 H -0.183 -0.839 -1.979  C101 1.099
111 H -1.669 1.556 -3.567  C103 1.092
112 H -3.151 0.786 -2.956  C103 1.094
113 H -1.769 -0.209 -3.493  C103 1.094
114 H 0.689 -1.162 1.534  N104 1.022
115 H -0.270 -2.111 0.727  N104 1.020
116 C -1.539 1.937 3.409  C117 1.501, H122 1.086, H123 1.096, H124 1.098
117 C -1.158 1.307 4.717  C116 1.501, C118 1.516, N121 1.493, H125 1.093
118 C -2.254 1.502 5.747  C117 1.516, O119 1.396, H126 1.093, H127 1.106
119 O -2.014 0.851 6.958  C118 1.396, C120 1.403
120 C -0.959 1.366 7.726  O119 1.403, H128 1.099, H129 1.100, H130 1.091
121 N -0.943 -0.154 4.497  C117 1.493, H131 1.019, H132 1.024
122 H -0.728 1.987 2.688  C116 1.086
123 H -1.947 2.947 3.525  C116 1.096
124 H -2.370 1.382 2.956  C116 1.098
125 H -0.209 1.682 5.109  C117 1.093
126 H -3.201 1.109 5.369  C118 1.093
127 H -2.401 2.592 5.865  C118 1.106
128 H -0.902 2.462 7.758  C120 1.099
129 H 0.033 1.010 7.410  C120 1.100
130 H -1.099 1.031 8.755  C120 1.091
131 H -1.359 -0.660 5.279  N121 1.019
132 H -1.562 -0.435 3.731  N121 1.024
133 C -0.578 -5.130 5.615  C134 1.525, H139 1.093, H140 1.088, H141 1.090
134 C -1.218 -4.153 4.633  C133 1.525, C135 1.499, N138 1.483, H142 1.096
135 C -1.036 -4.650 3.231  C134 1.499, O136 1.423, H143 1.099, H144 1.098
136 O -1.578 -3.709 2.311  C135 1.423, C137 1.411
137 C -1.523 -4.178 0.982  O136 1.411, H145 1.094, H146 1.097, H147 1.089
138 N -2.668 -4.085 4.936  C134 1.483, H148 1.013, H149 1.011
139 H -0.914 -6.130 5.328  C133 1.093
140 H -0.956 -4.976 6.624  C133 1.088
141 H 0.510 -5.063 5.625  C133 1.090
142 H -0.849 -3.130 4.772  C134 1.096
143 H -1.541 -5.617 3.101  C135 1.099
144 H 0.026 -4.810 2.998  C135 1.098
145 H -1.810 -5.223 0.832  C137 1.094
146 H -0.465 -4.099 0.702  C137 1.097
147 H -2.149 -3.527 0.372  C137 1.089
148 H -3.216 -3.971 4.092  N138 1.013
149 H -2.943 -3.314 5.531  N138 1.011
150 C -4.107 -0.625 0.669  C151 1.552, H156 1.091, H157 1.087, H158 1.091
151 C -4.462 -1.271 2.034  C150 1.552, C152 1.504, N155 1.466, H159 1.091
152 C -5.079 -2.621 1.791  C151 1.504, O153 1.410, H160 1.100, H161 1.100
153 O -5.622 -3.111 2.996  C152 1.410, C154 1.404
154 C -5.940 -4.479 2.978  O153 1.404, H162 1.095, H163 1.098, H164 1.095
155 N -3.249 -1.342 2.854  C151 1.466, H165 1.019, H166 1.022
156 H -3.852 -1.416 -0.038  C150 1.091
157 H -3.306 0.095 0.813  C150 1.087
158 H -4.982 -0.074 0.322  C150 1.091
159 H -5.160 -0.576 2.502  C151 1.091
160 H -4.267 -3.266 1.423  C152 1.100
161 H -5.869 -2.556 1.030  C152 1.100
162 H -5.253 -5.089 3.574  C154 1.095
163 H -5.978 -4.910 1.969  C154 1.098
164 H -6.942 -4.655 3.384  C154 1.095
165 H -3.501 -1.769 3.745  N155 1.019
166 H -2.589 -2.017 2.464  N155 1.022
167 C 1.982 4.392 -2.858  C168 1.528, H173 1.090, H174 1.094, H175 1.089
168 C 1.613 3.187 -3.721  C167 1.528, C169 1.517, N172 1.471, H176 1.096
169 C 0.328 3.426 -4.492  C168 1.517, O170 1.409, H177 1.103, H178 1.100
170 O 0.142 2.327 -5.355  C169 1.409, C171 1.414
171 C -0.990 2.494 -6.185  O170 1.414, H179 1.102, H180 1.088, H181 1.091
172 N 2.728 2.859 -4.622  C168 1.471, H182 1.022, H183 1.021
173 H 1.106 4.672 -2.272  C167 1.090
174 H 2.317 5.229 -3.479  C167 1.094
175 H 2.814 4.133 -2.205  C167 1.089
176 H 1.507 2.357 -3.012  C168 1.096
177 H 0.437 4.381 -5.032  C169 1.103
178 H -0.546 3.521 -3.831  C169 1.100
179 H -1.887 2.483 -5.545  C171 1.102
180 H -1.075 1.614 -6.818  C171 1.088
181 H -0.976 3.428 -6.749  C171 1.091
182 H 2.944 3.662 -5.215  N172 1.022
183 H 2.377 2.216 -5.334  N172 1.021

Output
HOMO energy: -8.34 eV
maximum force: 1.709 eV/A
relative energy (zero: lowest compared OMol25 entry of this formula, charge and spin): 36.3 kcal per mole

***

(3)
# C4H7FN2S

The molecule C4H7FN2S at a distorted geometry (ωB97M-V/def2-TZVPD, OMol25).

Last columns: bonded neighbours and bond lengths (Å).
Atoms and positions in Å:
1 F -0.135 -0.434 -2.823  C2 1.366
2 C 0.708 -0.584 -1.760  F1 1.366, C3 1.626, C8 1.631, H9 1.096
3 C -0.027 -1.345 -0.525  C2 1.626, N4 1.558, H10 1.219, H11 1.087
4 N -0.313 0.096 -0.005  C3 1.558, N5 1.474, C8 1.539
5 N -0.601 0.105 1.440  N4 1.474, C6 1.362, H12 1.091
6 C -1.365 1.042 2.068  N5 1.362, S7 1.623, H13 1.138
7 S -1.911 2.418 1.402  C6 1.623
8 C 0.914 0.670 -0.736  C2 1.631, N4 1.539, H14 1.044, H15 1.083
9 H 1.633 -1.039 -2.133  C2 1.096
10 H 0.913 -1.578 0.216  C3 1.219
11 H -0.876 -2.009 -0.661  C3 1.087
12 H 0.130 -0.426 2.051  N5 1.091
13 H -1.689 0.843 3.140  C6 1.138
14 H 0.684 1.523 -1.291  C8 1.044
15 H 1.936 0.719 -0.381  C8 1.083

Output
HOMO energy: -8.27 eV
SMILES string: FC1CN(NC=S)C1
maximum force: 5.407 eV/A
relative energy (zero: lowest compared OMol25 entry of this formula, charge and spin): 90.4 kcal per mole